Model w:
Below is a single C5H8N2 molecule, with properties calculated with ωB97M-V/def2-TZVPD.

LUMO level	0.0281	Ha
highest occupied orbital energy	-7.84	eV
charge	0
HOMO-LUMO gap	8.603	eV
spin multiplicity	1
molar mass	96.13	g mol⁻¹
SMILES string	N#C/C=C/CCN

Geometry (Å):
N 2.79520 2.37818 0.00148
C 1.89265 1.68522 0.24007
C 0.73260 0.87708 0.55187
C -0.42511 1.07424 -0.14635
C -1.51849 0.08142 0.13190
C -0.87283 -1.23113 -0.34363
N 0.75656 -1.07169 -0.03094
H 0.70239 0.58568 1.60602
H -0.34996 1.42230 -1.17973
H -1.79332 -0.03012 1.19209
H -2.43189 0.30287 -0.43093
H -0.95492 -1.35692 -1.43439
H -1.16804 -2.08778 0.26153
H 1.34309 -1.75265 0.45644
H 1.29207 -0.87670 -0.87542

Charges computed using natural (NBO), reported in e: -0.323, 0.261, -0.228, -0.275, -0.463, -0.197, -0.821, 0.226, 0.202, 0.212, 0.228, 0.207, 0.214, 0.384, 0.373

Model x:
Below is a single C5H8N2 molecule, with properties calculated with ωB97M-V/def2-TZVPD.

LUMO level	0.0240	Ha
highest occupied orbital energy	-10.29	eV
charge	0
HOMO-LUMO gap	10.939	eV
spin multiplicity	1
molar mass	96.13	g mol⁻¹
SMILES string	CC1=N[C@@H](C)N=C1

Geometry (Å):
C 2.39569 0.41293 0.16114
C 0.99156 -0.03989 -0.08189
N 0.16784 -0.40014 0.83186
C -1.07613 -0.69847 0.14087
C -2.20795 0.18013 0.67101
N -0.88758 -0.49229 -1.29191
C 0.32605 -0.11163 -1.40841
H 2.52036 0.68977 1.21091
H 3.11000 -0.38481 -0.07711
H 2.63912 1.27376 -0.47283
H -1.31653 -1.75948 0.28951
H -3.04951 0.15415 -0.02378
H -2.53755 -0.16245 1.65544
H -1.85386 1.21115 0.76533
H 0.77850 0.12725 -2.37015

Charges computed using natural (NBO), reported in e: -0.659, 0.192, -0.379, 0.020, -0.600, -0.353, 0.006, 0.240, 0.232, 0.222, 0.222, 0.224, 0.220, 0.215, 0.198

Model y:
Below is a single C5H8N2 molecule, with properties calculated with ωB97M-V/def2-TZVPD.

LUMO level	0.0400	Ha
highest occupied orbital energy	-7.54	eV
charge	0
HOMO-LUMO gap	8.628	eV
spin multiplicity	1
molar mass	96.13	g mol⁻¹
SMILES string	Cc1cc(N)c[nH]1

Geometry (Å):
C 2.31146 -0.50292 0.07372
C 0.84171 -0.17685 0.31045
C -0.27583 -0.84812 -0.09911
C -1.35705 0.09236 -0.11861
N -2.64158 -0.19256 -0.61158
C -0.86064 1.30249 0.30731
N 0.50002 1.10768 0.62724
H 2.73774 -1.10572 0.87659
H 2.36908 -1.05394 -0.86766
H 2.99950 0.35572 -0.05272
H -0.30551 -1.88687 -0.39034
H -3.40577 0.27219 -0.14225
H -2.82836 -1.18150 -0.70301
H -1.40506 2.22315 0.49650
H 1.32028 1.59489 0.29347

Charges computed using natural (NBO), reported in e: -0.652, 0.173, -0.357, 0.118, -0.811, -0.172, -0.531, 0.225, 0.228, 0.211, 0.213, 0.375, 0.372, 0.208, 0.400

Which of them is most stable? Easy: model x.

Model w:
Below is a single C3H9N3O molecule, with properties calculated with ωB97M-V/def2-TZVPD.

LUMO level	0.0373	Ha
highest occupied orbital energy	-8.86	eV
charge	0
HOMO-LUMO gap	9.876	eV
spin multiplicity	1
molar mass	103.12	g mol⁻¹
SMILES string	NCCNC(N)=O

Geometry (Å):
N 1.75065 0.30510 -0.59005
C 1.15745 1.09471 0.44216
C 0.00055 0.32464 1.10755
N -1.23181 0.31979 0.32907
C -1.43566 -0.49366 -0.76919
N -1.11218 -1.84461 -0.54732
O -1.76399 -0.10313 -1.86619
H 2.34873 -0.39916 -0.19309
H 2.06190 0.70138 -1.44037
H 0.71565 2.04225 0.12963
H 1.78134 1.35476 1.31832
H 0.30460 -0.71108 1.25313
H -0.23416 0.75312 2.08439
H -1.56856 1.25883 0.10855
H -1.08115 -2.25812 -1.46620
H -1.69335 -2.34482 0.09961

Charges computed using natural (NBO), reported in e: -0.859, -0.229, -0.213, -0.650, 0.790, -0.875, -0.629, 0.367, 0.383, 0.192, 0.165, 0.210, 0.190, 0.383, 0.389, 0.386

Model x:
Below is a molecular structure, C3H9N3O, with properties calculated with ωB97M-V/def2-TZVPD.

LUMO level	0.0241	Ha
highest occupied orbital energy	-7.50	eV
charge	0
HOMO-LUMO gap	8.155	eV
spin multiplicity	1
molar mass	103.12	g mol⁻¹

Geometry (Å):
C 1.68540 -0.14885 -0.39921
C -0.24794 0.77058 1.42350
N -0.00719 0.64044 -0.01137
N 1.33795 -1.31633 -1.01667
C -1.77602 -1.18176 -0.16287
O -0.22431 1.92618 -0.56427
N -1.00478 -0.42956 -0.83191
H -0.50598 1.73774 -1.47655
H 1.35704 -1.62461 -1.98236
H 2.08452 -0.04356 0.62280
H 2.22901 0.51580 -1.08737
H 0.17373 -0.11087 1.90237
H 0.30934 1.62231 1.81357
H -1.30244 0.87855 1.67493
H -2.54780 -1.68246 -0.74261
H -1.56054 -1.55358 0.83803

Charges computed using natural (NBO), reported in e: -0.021, -0.467, 0.051, -0.904, -0.099, -0.564, -0.219, 0.489, 0.367, 0.154, 0.156, 0.221, 0.237, 0.210, 0.205, 0.183

Which of them is most stable? Easy: model w.